(1)
Formula: C25H42N6O8PW
Source: the OMol25 dataset
Level of theory: wB97M-V/def2-TZVPD

Each line ends with the Löwdin charge.
Positions of all 83 atoms, in Å:
W 0.4882 -0.8393 1.7224  1.6626
O -1.4185 -1.0652 0.5695  -0.1422
C -2.5569 -0.6810 1.3885  -0.1282
C -2.2997 -1.1061 2.8199  -0.1222
N -1.0079 -0.5427 3.3298  -0.2457
C -1.1329 0.9204 3.5579  -0.0534
C -0.8497 1.7279 2.2915  -0.6143
O -1.2131 2.8607 2.1677  0.1411
O -0.1243 1.0734 1.3858  -0.2547
C -0.5616 -1.2861 4.5484  -0.0369
C 0.8079 -1.9460 4.3723  -0.5626
O 1.2106 -2.7630 5.1412  0.1556
O 1.5211 -1.4750 3.3388  -0.2740
H -1.4700 -2.0168 0.3843  0.1234
H -2.6708 0.3929 1.2636  0.1312
H -3.4526 -1.1634 1.0022  0.1485
H -3.1218 -0.7942 3.4686  0.1514
H -2.2145 -2.1913 2.8609  0.1315
H -2.1123 1.1862 3.9578  0.1532
H -0.3854 1.2217 4.2938  0.1364
H -0.4878 -0.6068 5.3979  0.1447
H -1.2839 -2.0524 4.8202  0.1450
C 1.9808 -8.3932 2.2736  -0.0175
O 1.2359 -7.1912 2.5279  -0.0209
C 1.4565 -6.1149 1.7989  -0.2438
C 2.4050 -6.0540 0.7492  0.0204
C 2.5504 -4.8872 0.0618  0.0104
C 1.8061 -3.7202 0.3787  -0.1034
C 2.0259 -2.5260 -0.3415  -0.3162
C 2.8292 -2.4999 -1.6069  0.0132
O 1.5814 -1.3837 0.0323  -0.1858
C 0.8330 -3.8189 1.4233  -0.2777
O 0.0039 -2.8064 1.6925  -0.2337
C 0.6767 -4.9992 2.1132  0.0944
H 1.6188 -9.1137 2.9978  0.1049
H 3.0458 -8.2211 2.4254  0.1041
H 1.7874 -8.7553 1.2644  0.1049
H 3.0031 -6.9139 0.4913  0.1177
H 3.2780 -4.8485 -0.7372  0.1225
H 3.8870 -2.6624 -1.3880  0.1047
H 2.7133 -1.5312 -2.0857  0.0935
H 2.5161 -3.2839 -2.2940  0.1055
H -0.0575 -5.0755 2.9029  0.1457
C 4.7308 2.1811 3.6178  -0.0881
N 5.1237 0.9291 2.8063  -0.0583
C 5.5256 1.3931 1.3908  -0.0914
N 4.4826 2.1461 0.7909  -0.1362
C 4.1453 3.3089 1.6135  -0.1272
N 3.7111 2.9097 2.9520  -0.1343
C 2.4133 2.2329 2.9444  -0.2404
P 2.5095 0.6751 1.9600  1.0222
C 4.0002 -0.0642 2.7623  -0.2016
C 3.3078 1.3437 0.4416  -0.2444
H 5.6386 2.7772 3.7073  0.1539
H 4.4123 1.8363 4.6006  0.1522
H 5.9342 0.4937 3.2517  0.1903
H 5.7630 0.4975 0.8182  0.1494
H 6.4200 2.0022 1.5188  0.1532
H 3.3532 3.8774 1.1307  0.1483
H 5.0259 3.9453 1.7037  0.1483
H 1.6607 2.8902 2.5053  0.1089
H 2.1079 2.0122 3.9697  0.1126
H 4.3301 -0.9458 2.2107  0.1202
H 3.7561 -0.3785 3.7766  0.1108
H 2.5878 1.9593 -0.0998  0.1199
H 3.5918 0.5195 -0.2145  0.0985
N -7.4411 4.8609 -8.4945  0.0555
C -6.0765 4.3514 -8.8872  -0.0944
C -5.5430 3.4596 -7.7702  -0.1946
N -5.5359 4.0953 -6.4669  -0.0556
C -6.8322 4.6408 -6.1135  -0.1939
C -7.4133 5.5780 -7.1677  -0.0941
H -8.0884 4.0711 -8.4344  0.1848
H -7.8068 5.4792 -9.2198  0.1861
H -5.4525 5.2320 -9.0365  0.1387
H -6.1802 3.8202 -9.8319  0.1388
H -4.5361 3.1416 -8.0352  0.1334
H -6.1541 2.5524 -7.7114  0.1303
H -4.7973 4.7827 -6.3849  0.1228
H -6.7652 5.1812 -5.1708  0.1339
H -7.5256 3.8086 -5.9501  0.1304
H -6.7926 6.4620 -7.3106  0.1389
H -8.4312 5.8871 -6.9362  0.1390

Atomic forces in eV per Å
W 0.10 -0.10 0.04
O 0.00 0.00 -0.03
C 0.01 0.00 -0.01
C -0.01 0.02 0.00
N -0.04 0.00 0.02
C 0.02 0.00 -0.01
C -0.07 -0.04 -0.03
O 0.06 0.03 0.03
O 0.01 0.02 0.01
C 0.01 0.00 -0.01
C -0.06 0.00 0.01
O 0.05 0.04 0.02
O -0.01 0.03 0.03
H 0.00 -0.01 0.00
H 0.00 0.00 0.00
H 0.00 0.00 0.00
H 0.00 0.00 0.00
H 0.00 0.00 0.00
H 0.00 0.00 0.00
H 0.00 0.00 0.00
H -0.02 -0.01 0.01
H 0.01 -0.01 -0.02
C 0.00 0.00 0.00
O 0.00 0.00 -0.01
C 0.01 0.00 0.01
C 0.00 0.00 -0.01
C 0.00 0.00 0.01
C 0.01 0.01 0.00
C -0.02 -0.01 -0.02
C 0.01 0.00 0.00
O 0.02 -0.01 -0.01
C -0.02 0.00 -0.02
O 0.02 -0.01 0.04
C 0.00 0.00 0.00
H 0.00 0.00 0.00
H 0.00 0.00 0.00
H 0.00 0.00 0.00
H 0.00 0.00 0.00
H 0.00 0.00 0.00
H 0.00 0.00 0.00
H 0.00 0.00 0.00
H 0.00 0.00 0.00
H 0.00 0.00 0.00
C 0.00 0.00 0.00
N 0.00 0.00 0.00
C 0.00 0.00 0.00
N 0.00 0.00 0.00
C 0.01 0.00 0.00
N 0.00 0.00 0.00
C -0.01 -0.01 0.02
P 0.02 0.01 -0.01
C 0.00 -0.01 -0.02
C -0.02 0.02 0.01
H 0.00 0.00 0.00
H 0.00 0.00 0.00
H 0.00 0.00 0.00
H 0.00 0.00 0.00
H 0.00 0.00 0.00
H 0.00 0.00 0.00
H 0.00 0.00 0.00
H 0.00 0.00 0.00
H 0.00 0.00 0.00
H 0.00 0.00 0.00
H 0.00 0.00 0.00
H 0.00 0.00 0.00
H 0.00 0.00 0.00
N 0.00 0.00 0.00
C 0.00 0.00 0.00
C 0.00 0.00 0.00
N -0.06 0.04 -0.10
C 0.01 0.00 0.00
C 0.00 0.00 0.01
H 0.00 0.00 0.00
H 0.00 0.00 0.00
H 0.00 0.00 0.00
H 0.00 0.00 0.00
H 0.00 0.00 0.00
H 0.00 0.00 0.00
H 0.00 0.00 0.02
H 0.00 0.00 0.00
H 0.00 0.00 0.00
H 0.00 0.00 0.00
H 0.00 0.00 0.00

- 2S+1 = 3
- LUMO (spin up / spin down) (eV) = -6.49 / -7.06
- calculated total energy (eV) = -63021.058
- relative energy (zero: lowest compared OMol25 entry of this formula, charge and spin) (kJ/mol) = 0.0
- gap between HOMO and LUMO (spin up / spin down) (eV) = 7.9 / 7.8
- net charge = +3
- HOMO level (spin up / spin down) (eV) = -14.4 / -14.9

(2)
Formula: C25H42NO16
Source: the OMol25 dataset
Level of theory: wB97M-V/def2-TZVPD

Each line ends with the Löwdin charge.
Positions of all 84 atoms, in Å:
O -0.7433 -0.9570 4.6059  0.1499
C -0.9822 -1.1225 3.4423  -0.4567
O -2.1180 -0.4924 2.9131  0.0576
C -0.0448 -1.9926 2.5214  -0.0584
C -0.7800 -3.2085 1.8363  -0.1529
O 0.0871 -4.2949 1.4480  0.0078
C 1.2113 -3.8531 0.7706  -0.3997
O 2.2314 -3.7128 1.3943  0.1628
C 1.2818 -3.5701 -0.7587  0.0028
C 0.9278 -2.3027 -1.4217  0.0797
C 1.1085 -2.2225 -2.8798  0.0130
N 1.5769 -3.2884 -3.6305  0.0773
C 1.9380 -4.5007 -3.0614  0.0166
C 1.7917 -4.6767 -1.6225  0.0717
H -2.7315 -1.1928 2.6199  0.1130
H 0.3977 -1.2784 1.7591  0.1291
H 0.7981 -2.3410 3.1749  0.1342
H -1.4309 -2.8220 1.0034  0.1344
H -1.4866 -3.6353 2.6094  0.1539
H 0.5696 -1.4335 -0.8173  0.1338
H 0.8788 -1.2955 -3.4700  0.1559
H 1.7178 -3.2107 -4.6471  0.1824
H 2.3390 -5.3453 -3.6821  0.1572
H 2.0985 -5.6462 -1.1648  0.1417
C 4.7795 1.0298 -8.5899  -0.0624
C 5.4420 -0.2954 -8.2707  -0.2016
O 5.7924 -0.3785 -6.8793  0.0491
C 4.7883 -0.6296 -6.0439  -0.5955
O 3.6295 -0.7999 -6.3445  0.0999
O 5.2795 -0.6379 -4.7949  0.0188
C 4.2806 -0.7945 -3.7982  -0.0560
H 5.4088 1.8609 -8.2649  0.0863
H 4.5961 1.1202 -9.6612  0.0852
H 3.8256 1.1307 -8.0694  0.0729
H 6.3742 -0.3791 -8.8305  0.1272
H 4.8146 -1.1415 -8.5593  0.1241
H 3.6656 -1.6736 -3.9930  0.0571
H 3.6628 0.1045 -3.7487  0.1046
H 4.7793 -0.9263 -2.8388  0.1015
C -4.1165 2.3078 1.0918  -0.0606
C -2.6916 2.7941 0.9197  -0.1993
O -2.0117 2.0472 -0.1048  0.0239
C -2.3261 2.3746 -1.3624  -0.6007
O -3.1042 3.2242 -1.7031  0.1389
O -1.6365 1.5644 -2.1873  -0.0215
C -1.9595 1.7425 -3.5673  -0.0468
H -4.1347 1.2305 1.2725  0.0758
H -4.6003 2.8166 1.9267  0.0865
H -4.7080 2.4881 0.1924  0.0694
H -2.1395 2.6294 1.8460  0.1224
H -2.6530 3.8643 0.7064  0.1287
H -1.8598 2.7858 -3.8665  0.1010
H -2.9711 1.3828 -3.7603  0.1016
H -1.2600 1.1460 -4.1524  0.0816
C 4.2727 -2.3450 3.1148  -0.0648
C 4.8873 -1.3500 2.1508  -0.2173
O 5.5257 -0.2766 2.8492  0.0335
C 6.7208 -0.5662 3.3837  -0.5984
O 7.2888 -1.6260 3.3186  0.1247
O 7.1589 0.5225 4.0251  0.0064
C 8.3842 0.3243 4.7325  -0.0385
H 3.5995 -1.8389 3.8117  0.0866
H 3.7149 -3.1110 2.5727  0.0394
H 5.0386 -2.8381 3.7155  0.0820
H 4.0991 -0.8991 1.5433  0.1140
H 5.5888 -1.8322 1.4654  0.1239
H 9.1572 -0.0825 4.0803  0.0970
H 8.2162 -0.3336 5.5861  0.1008
H 8.7154 1.2941 5.0998  0.0953
C -10.0886 3.4450 5.7541  -0.0664
C -8.6642 3.9286 5.5673  -0.2116
O -7.9937 3.1815 4.5424  0.0315
C -8.3176 3.5057 3.2858  -0.5992
O -9.0996 4.3560 2.9490  0.1289
O -7.6349 2.6954 2.4621  -0.0088
C -7.9628 2.8644 1.0836  -0.0461
H -10.1067 2.3686 5.9389  0.0821
H -10.5627 3.9580 6.5920  0.0818
H -10.6871 3.6243 4.8596  0.0749
H -8.1021 3.7658 6.4880  0.1225
H -8.6258 4.9982 5.3496  0.1251
H -7.8648 3.9060 0.7764  0.1000
H -8.9747 2.5024 0.8961  0.1006
H -7.2657 2.2659 0.4987  0.0807

Atomic forces in eV per Å
O 0.28 -0.14 -1.15
C -0.17 -0.16 0.95
O 0.70 -1.27 -0.31
C 0.18 0.48 -0.19
C -1.47 1.17 1.29
O 0.43 1.11 -1.66
C 0.80 0.25 1.30
O -0.91 -0.34 -1.46
C -0.29 -0.54 -2.88
C 1.01 -2.07 -1.18
C -0.08 -0.36 1.35
N 0.09 -0.69 1.80
C -0.52 0.35 2.65
C -0.41 1.90 -0.80
H 0.19 0.50 -0.12
H -0.48 -0.80 0.70
H -0.91 0.25 -0.56
H 0.77 -0.60 0.40
H 0.91 0.12 -0.96
H 0.31 -0.79 -0.93
H 0.25 -1.07 0.80
H -0.23 0.38 0.59
H -0.55 1.27 0.43
H -0.35 0.98 -0.49
C -0.16 0.14 0.28
C -0.16 0.22 -0.73
O -0.24 -0.29 0.41
C 0.44 0.35 -0.42
O 0.06 -0.22 0.27
O -0.21 -0.17 -0.12
C -0.01 0.11 0.39
H 0.08 -0.08 -0.14
H 0.06 -0.03 0.04
H 0.01 -0.10 -0.10
H 0.08 -0.06 0.34
H -0.03 0.06 0.22
H 0.03 0.09 -0.10
H -0.11 -0.12 -0.05
H 0.19 0.05 -0.18
C -0.15 -0.10 -0.28
C -0.46 0.22 0.53
O 0.28 0.00 -0.35
C -0.18 -0.05 0.41
O 0.23 -0.15 -0.09
O 0.07 0.03 0.09
C -0.06 0.02 -0.35
H 0.07 0.07 0.17
H 0.05 -0.05 0.00
H 0.07 0.13 0.05
H 0.18 -0.18 -0.25
H -0.01 -0.14 -0.22
H -0.13 -0.06 0.09
H 0.01 0.18 -0.01
H 0.05 -0.03 0.23
C 0.13 -0.21 0.23
C -0.25 -0.45 -0.02
O 0.17 0.16 -0.15
C -0.08 0.11 0.24
O -0.09 0.17 -0.11
O -0.13 -0.20 -0.26
C 0.38 0.06 0.26
H -0.05 0.04 -0.12
H 0.35 0.31 0.30
H 0.03 0.05 -0.12
H 0.14 0.27 0.12
H 0.10 0.04 0.18
H -0.14 -0.10 0.04
H 0.07 -0.08 -0.13
H -0.25 0.03 -0.12
C -0.16 -0.12 -0.27
C -0.40 0.22 0.46
O 0.22 0.06 -0.30
C -0.12 -0.17 0.27
O 0.21 -0.10 -0.03
O 0.04 0.14 0.10
C -0.04 -0.01 -0.39
H 0.07 0.07 0.14
H 0.07 -0.02 0.00
H 0.06 0.12 0.06
H 0.17 -0.15 -0.24
H -0.03 -0.12 -0.19
H -0.14 -0.04 0.11
H 0.00 0.17 0.00
H 0.05 -0.06 0.27

- LUMO (eV) = -5.28
- calculated total energy (eV) = -60848.270
- relative energy (zero: lowest compared OMol25 entry of this formula, charge and spin) (kJ/mol) = 254.4
- gap between HOMO and LUMO (eV) = 6.8
- net charge = +1
- HOMO level (eV) = -12.1